ORCA calculation (ωB97M-V with the def2-TZVPD basis set) on C3H12O3Rb as an isolated structure at a distorted geometry.

Results
ΔE to the lowest compared entry with this formula, charge and spin = 116.4 kJ/mol
Calculated total energy = -10096.553 eV

Structure (ORCA input):
```
! wB97M-V def2-TZVPD RIJCOSX def2/J DEFGRID3
* xyz 1 1
H -2.4084 2.7390 -0.1190
C 0.7284 -4.9247 3.3702
H 1.3258 2.9109 -2.9945
H 2.4806 3.4059 -1.0625
H -4.2537 1.9690 -0.9171
O -0.0153 -3.7331 3.1642
Rb 1.2339 0.0113 1.4203
C 2.4050 2.7580 -2.9838
O 2.7782 2.6803 -1.6163
H 2.7247 1.8292 -3.4564
H 1.5556 -4.9667 2.6617
H -0.6858 -3.6840 3.8495
O -2.2865 1.8464 -0.4507
H 0.0822 -5.7918 3.2333
H 1.0234 -4.9181 4.4195
H -3.1148 2.1310 -2.2732
H -3.2734 0.5479 -1.5224
H 3.0070 3.5693 -3.3930
C -3.3070 1.6202 -1.3297
*
```

Atomic partial charges in e from the natural (NBO) method, atoms 1 to 8: atom 1 (H): 0.4664, atom 2 (C): -0.2471, atom 3 (H): 0.1706, atom 4 (H): 0.4685, atom 5 (H): 0.1707, atom 6 (O): -0.7534, atom 7 (Rb): 0.9960, atom 8 (C): -0.2436

ORCA calculation (ωB97M-V with the def2-TZVPD basis set) on a 4-piece molecular cluster, C3H12O4 overall at a distorted geometry.

Results
ΔE to the lowest compared entry with this formula, charge and spin = 341.5 kJ/mol
Calculated total energy = -11492.222 eV
Structure (SMILES) = C/C=C\O.O.O.O

Structure (ORCA input):
```
! wB97M-V def2-TZVPD RIJCOSX def2/J DEFGRID3
* xyz 0 1
H 0.7444 3.4787 1.9435
H -1.9776 1.8466 0.1998
H -2.4943 0.0457 -2.3553
H 0.2518 3.6559 0.1104
H 1.2555 1.1622 1.5330
H -1.0961 -0.4380 -2.7657
C 0.3678 1.5356 0.9807
O -1.9997 -0.7453 -2.6938
H 3.1440 0.3427 -1.0294
H 0.2518 -7.0040 -0.5039
H 3.6039 1.3563 -0.0119
O -0.0992 -7.6416 0.1392
C 0.1056 3.0793 1.1129
H -0.6474 -0.3911 0.6498
O 2.9462 1.3570 -0.8416
H -0.6566 -6.9050 0.4393
C -0.6849 0.7458 0.7232
O -1.9882 1.2334 1.0363
H -1.0268 3.2859 1.3338
*
```

Atomic partial charges in e from the natural (NBO) method, atoms 1 to 8: atom 1 (H): 0.2232, atom 2 (H): 0.4718, atom 3 (H): 0.4687, atom 4 (H): 0.2248, atom 5 (H): 0.2188, atom 6 (H): 0.4684, atom 7 (C): -0.2359, atom 8 (O): -0.9361

ORCA calculation (ωB97M-V with the def2-TZVPD basis set) on a 4-piece molecular cluster, C3H12O4 overall at a distorted geometry.

Results
ΔE to the lowest compared entry with this formula, charge and spin = 67.0 kJ/mol
Calculated total energy = -11495.067 eV
Structure (SMILES) = C=CCO.O.O.O

Structure (ORCA input):
```
! wB97M-V def2-TZVPD RIJCOSX def2/J DEFGRID3
* xyz 0 1
H -3.6180 -0.8728 0.9544
C 2.3191 0.4937 0.7735
C 0.7526 -1.4133 0.4275
H 0.8586 1.1858 -2.2359
H 1.7080 0.7969 1.6096
O -0.0418 0.8909 -2.0927
H 3.1663 1.0260 0.3757
H 2.7015 -0.9988 -0.5904
O -2.7011 -0.7030 0.7361
H -2.6299 0.2421 0.5667
H 0.9624 -2.4667 0.3577
O -0.3366 -1.1069 -0.4280
H -1.2168 1.4734 -0.7334
H -0.0119 0.0356 -1.6327
H 0.4875 -1.1876 1.4494
C 1.9646 -0.5899 0.0980
H -1.1614 -1.1149 0.0686
O -1.7969 1.7591 -0.0342
H -1.4061 2.5504 0.3302
*
```

Atomic partial charges in e from the natural (NBO) method, atoms 1 to 8: atom 1 (H): 0.4844, atom 2 (C): -0.3764, atom 3 (C): -0.1045, atom 4 (H): 0.4727, atom 5 (H): 0.1974, atom 6 (O): -0.9907, atom 7 (H): 0.2039, atom 8 (H): 0.1961

ORCA calculation (ωB97M-V with the def2-TZVPD basis set) on a 4-piece molecular cluster, C3H12O4 overall at a distorted geometry.

Results
ΔE to the lowest compared entry with this formula, charge and spin = 142.8 kJ/mol
Calculated total energy = -11494.282 eV
Structure (SMILES) = C/C=C/O.O.O.O

Structure (ORCA input):
```
! wB97M-V def2-TZVPD RIJCOSX def2/J DEFGRID3
* xyz 0 1
O -0.2598 1.1236 -0.5341
H -4.0742 -0.0052 1.4420
H 0.2983 1.6805 0.0602
H 0.5732 -1.8067 -0.4797
H 2.8897 2.1168 1.2227
O 1.5242 -1.8809 -0.7190
H 1.5079 -2.2588 -1.5456
C -2.5204 0.5511 0.1234
O 2.0380 1.6491 0.9398
H 4.2626 -0.1111 -1.2899
H -4.0318 -0.8718 -0.0780
O 3.4725 0.1455 -0.9045
H 2.4161 1.0264 0.2778
H -2.8670 -1.2465 1.2667
C -3.3750 -0.5246 0.6784
C -1.1194 0.3856 0.2146
H -2.9597 1.2363 -0.5467
H -0.7678 -0.5367 0.6979
H 2.9926 -0.6727 -0.8261
*
```

Atomic partial charges in e from the natural (NBO) method, atoms 1 to 8: atom 1 (O): -0.7264, atom 2 (H): 0.2018, atom 3 (H): 0.5160, atom 4 (H): 0.4905, atom 5 (H): 0.4776, atom 6 (O): -0.9471, atom 7 (H): 0.4694, atom 8 (C): -0.2402

ORCA calculation (ωB97M-V with the def2-TZVPD basis set) on a 5-piece molecular cluster, C3H12O4 overall at a distorted geometry.

Results
ΔE to the lowest compared entry with this formula, charge and spin = 760.2 kJ/mol
Calculated total energy = -11487.883 eV

Structure (ORCA input):
```
! wB97M-V def2-TZVPD RIJCOSX def2/J DEFGRID3
* xyz 0 1
O 1.7987 -0.9195 0.8221
H 0.5011 2.6700 -0.5770
H 1.9140 -0.9689 -0.1396
O 1.1688 -1.7816 -1.9240
C -0.3725 2.0928 -0.8467
H -1.4185 0.3022 -0.4475
H -0.5934 1.9061 -1.8944
H -0.5417 -1.1989 0.8100
O -0.3306 -0.0683 1.7484
H -0.2934 1.8959 1.9521
H -1.9447 1.2522 1.8845
O -0.9663 -1.8385 0.1137
H 0.9404 -0.3869 0.9780
C -0.9672 1.1841 0.0030
H 1.1470 -0.8503 -1.7463
H -0.6421 -2.6130 -0.3294
H 0.5368 -2.2848 -1.4032
C -0.9291 1.1383 1.4715
H 0.9926 0.4691 -0.4752
*
```

Atomic partial charges in e from the Mulliken method, atoms 1 to 8: atom 1 (O): -0.5699, atom 2 (H): 0.3842, atom 3 (H): 0.2785, atom 4 (O): -0.6158, atom 5 (C): -0.6996, atom 6 (H): 0.5094, atom 7 (H): 0.3575, atom 8 (H): 0.3958

ORCA calculation (ωB97M-V with the def2-TZVPD basis set) on a 2-piece molecular cluster, C3H13ClN2Si2 overall at a distorted geometry.

Results
ΔE to the lowest compared entry with this formula, charge and spin = 0.0 kJ/mol
Calculated total energy = -34577.615 eV

Structure (ORCA input):
```
! wB97M-V def2-TZVPD RIJCOSX def2/J DEFGRID3
* xyz 0 1
H -1.3590 1.3474 -2.2448
H 3.0862 0.1297 1.0778
H 2.7880 2.7553 0.0527
Si -3.2095 -1.8424 0.0658
H 2.2242 -1.8770 1.4481
H -2.5075 -2.4173 1.1965
H 2.1792 1.8650 -1.4335
C 1.4727 -1.0803 1.1805
C 1.8926 2.2851 -0.4372
N 1.3812 1.2086 0.2983
H -3.1995 -2.8632 -1.1039
H 0.5984 -1.6096 0.7425
H -1.8200 -1.0932 -1.6004
H 2.5867 -0.2386 -0.5754
N -2.2028 -0.6671 -0.7559
Cl -2.2761 2.1541 0.4525
C 2.2133 -0.0358 0.3827
H -4.5026 -1.1759 0.3411
H 1.1005 -0.7335 2.2508
H 1.0598 2.9983 -0.5288
Si -1.5058 0.8903 -0.8093
*
```

Atomic partial charges in e from the natural (NBO) method, atoms 1 to 8: atom 1 (H): -0.1957, atom 2 (H): 0.1921, atom 3 (H): 0.1991, atom 4 (Si): 1.1002, atom 5 (H): 0.2030, atom 6 (H): -0.1822, atom 7 (H): 0.1686, atom 8 (C): -0.6101

ORCA calculation (ωB97M-V with the def2-TZVPD basis set) on a 2-piece molecular cluster, C3H13N2O overall at a distorted geometry.

Results
ΔE to the lowest compared entry with this formula, charge and spin = 105.9 kJ/mol
Calculated total energy = -8342.885 eV

Structure (ORCA input):
```
! wB97M-V def2-TZVPD RIJCOSX def2/J DEFGRID3
* xyz 1 1
H 1.0714 2.0133 -0.8987
H -0.5643 -1.8020 -0.3329
H -2.7196 1.4099 -1.5233
H 0.7551 1.3493 0.7597
N 0.3857 0.0269 -0.8018
H -1.0875 -0.3737 0.5954
C -0.2288 -0.9111 0.1943
O -3.0926 1.7342 -0.6863
N 2.1478 -1.3861 0.6522
H 2.9025 -1.1184 1.2422
H -3.3106 2.6327 -0.9869
H 2.2066 -2.3121 0.2677
H 0.7924 -0.6339 2.0609
H 0.4556 -2.2885 1.6567
H -0.1731 0.1321 -1.6417
H 1.3096 -0.2550 -1.1305
C 0.7958 -1.3473 1.2211
C 0.3966 1.4545 -0.2616
H -0.6061 1.8603 -0.3339
*
```

Atomic partial charges in e from the natural (NBO) method, atoms 1 to 8: atom 1 (H): 0.2323, atom 2 (H): 0.2259, atom 3 (H): 0.4520, atom 4 (H): 0.2293, atom 5 (N): -0.4975, atom 6 (H): 0.2445, atom 7 (C): -0.2356, atom 8 (O): -0.9281

ORCA calculation (ωB97M-V with the def2-TZVPD basis set) on a 2-piece molecular cluster, C3H13N2O overall at a distorted geometry.

Results
ΔE to the lowest compared entry with this formula, charge and spin = 167.9 kJ/mol
Calculated total energy = -8342.242 eV

Structure (ORCA input):
```
! wB97M-V def2-TZVPD RIJCOSX def2/J DEFGRID3
* xyz 1 1
N -0.0307 -1.1483 -2.3910
H -1.6557 2.3174 0.4765
H 0.7270 -1.1654 -3.0510
H 0.9939 1.3078 3.1996
O 1.2443 0.5601 2.6160
C 0.4990 -1.5468 -1.0630
H -0.0577 2.5694 0.1920
H -0.3571 1.5789 1.5668
H 0.1570 0.9231 -1.0325
C -0.7025 1.7705 0.5583
H 0.5515 -2.5996 -0.7782
H 1.4108 -0.9563 -1.0033
H 0.4421 -0.8811 0.9326
H -1.2330 -1.1434 0.4680
H 0.8802 -0.0609 3.2718
N -0.5385 0.5901 -0.3431
C -0.2434 -0.8036 0.0890
H -1.2810 0.4304 -1.0415
H -0.8062 -1.7423 -2.6671
*
```

Atomic partial charges in e from the natural (NBO) method, atoms 1 to 8: atom 1 (N): -0.8776, atom 2 (H): 0.2465, atom 3 (H): 0.3918, atom 4 (H): 0.4746, atom 5 (O): -0.9373, atom 6 (C): -0.2280, atom 7 (H): 0.2310, atom 8 (H): 0.2573

ORCA calculation (ωB97M-V with the def2-TZVPD basis set) on C3H13N2O as an isolated structure at a distorted geometry.

Results
ΔE to the lowest compared entry with this formula, charge and spin = 842.7 kJ/mol
Calculated total energy = -8335.249 eV

Structure (ORCA input):
```
! wB97M-V def2-TZVPD RIJCOSX def2/J DEFGRID3
* xyz 1 1
H 0.8685 0.0250 2.0607
H -0.5801 0.6452 -0.4539
H -0.9546 0.3766 -2.1636
H 1.7639 0.6624 -0.0443
H -1.7185 -1.9615 -1.5875
H -0.7101 4.7143 3.7095
C 0.9830 -0.5953 -1.4298
C -1.4476 -1.2503 -0.8010
H 1.1203 -1.5480 -0.8920
N -0.7945 -1.6997 0.3901
N 1.9942 0.3794 -1.0657
O 0.6407 0.4069 1.1966
H -0.6886 4.8494 4.4885
H -2.3843 -0.7503 -0.4996
H -1.3200 -2.4005 1.0433
H 2.9161 -0.0343 -1.0507
C -0.5151 -0.1006 -1.2669
H -0.2680 -0.9181 0.8687
H 1.0946 -0.8005 -2.5025
*
```

Atomic partial charges in e from the natural (NBO) method, atoms 1 to 8: atom 1 (H): 0.4714, atom 2 (H): 0.2557, atom 3 (H): 0.2525, atom 4 (H): 0.4222, atom 5 (H): 0.2652, atom 6 (H): -0.0121, atom 7 (C): -0.2632, atom 8 (C): -0.2720

ORCA calculation (ωB97M-V with the def2-TZVPD basis set) on a 3-piece molecular cluster, C3H13N2O2S overall at a distorted geometry.

Results
ΔE to the lowest compared entry with this formula, charge and spin = 166.8 kJ/mol
Calculated total energy = -21232.639 eV

Structure (ORCA input):
```
! wB97M-V def2-TZVPD RIJCOSX def2/J DEFGRID3
* xyz -1 1
C -0.1835 2.2083 -1.3758
H -0.5187 -0.2267 -2.7685
O -0.6703 1.0072 3.2698
N 0.3696 0.5019 0.3797
H -1.2371 2.2538 -1.1228
H 0.7261 -1.9153 -1.4900
H 1.2942 0.4936 -1.3639
H 0.3902 -3.4406 2.3526
H -1.6893 -0.1452 -1.3218
C 0.2696 0.7883 -1.0966
C -0.6689 -0.3234 -1.6405
S 0.7694 3.3438 -0.3540
O 0.8135 -3.8096 1.5632
N -0.2117 -1.6606 -1.2396
H -0.2716 -1.5909 -0.2355
H 1.1655 0.9917 0.8096
H 1.6570 -3.3438 1.6566
H -0.4889 0.8501 0.8205
H -0.8420 0.0658 3.2283
H -0.0894 2.5055 -2.4401
H -0.5837 1.4463 2.3687
*
```

Atomic partial charges in e from the natural (NBO) method, atoms 1 to 8: atom 1 (C): -0.5603, atom 2 (H): 0.1728, atom 3 (O): -0.9707, atom 4 (N): -0.8855, atom 5 (H): 0.1689, atom 6 (H): 0.3469, atom 7 (H): 0.1777, atom 8 (H): 0.4602

ORCA calculation (ωB97M-V with the def2-TZVPD basis set) on a 3-piece molecular cluster, C3H13N2O3 overall at a distorted geometry.

Results
ΔE to the lowest compared entry with this formula, charge and spin = 104.6 kJ/mol
Calculated total energy = -12438.588 eV

Structure (ORCA input):
```
! wB97M-V def2-TZVPD RIJCOSX def2/J DEFGRID3
* xyz 1 1
C -1.7092 1.5090 -1.3640
H -2.1475 1.9535 -0.4601
H -3.0068 -0.1569 -1.4842
O -1.5328 -2.1227 -1.1106
N -2.0291 0.0955 -1.4390
H 3.2147 1.0663 2.0465
H -0.5723 -0.5334 3.8820
H 1.5247 -2.0099 -0.1451
H 3.0094 1.6226 0.5826
O 2.6941 1.0034 1.2382
H 0.6866 0.2178 -1.5480
H -0.6311 1.6965 -1.3236
C 0.3074 -0.7598 -1.2963
C -1.2133 -0.9568 -1.2682
H 1.4029 -0.5984 0.6427
O 0.0012 -0.2509 3.1637
N 0.8782 -1.2491 0.0467
H -2.0888 2.0526 -2.2127
H 0.0840 -1.5907 0.5961
H 0.4583 0.5630 3.4170
H 0.6695 -1.5515 -1.9638
*
```

Atomic partial charges in e from the natural (NBO) method, atoms 1 to 8: atom 1 (C): -0.4149, atom 2 (H): 0.2182, atom 3 (H): 0.4257, atom 4 (O): -0.5990, atom 5 (N): -0.5743, atom 6 (H): 0.5022, atom 7 (H): 0.4933, atom 8 (H): 0.4393

ORCA calculation (ωB97M-V with the def2-TZVPD basis set) on a 3-piece molecular cluster, C3H13N2O3 overall at a distorted geometry.

Results
ΔE to the lowest compared entry with this formula, charge and spin = 171.4 kJ/mol
Calculated total energy = -12437.895 eV

Structure (ORCA input):
```
! wB97M-V def2-TZVPD RIJCOSX def2/J DEFGRID3
* xyz 1 1
H 0.4123 -0.0958 -1.1680
C -0.3697 0.0745 -0.3478
H -1.4198 -0.0731 -0.7801
C -0.2467 -0.8883 0.8302
C -0.9036 -0.3261 2.1414
H 0.8182 -1.2217 1.2010
H 3.1366 0.5980 -0.6866
H -0.7761 -1.1458 -4.9529
O -0.5522 0.7573 2.5758
O 2.8930 1.2156 0.0456
H -0.7032 -1.9230 0.3977
H -0.2720 1.7978 1.0792
O -0.1067 -0.8054 -4.3990
H 0.8466 1.9566 -0.1898
H 0.6412 -1.3158 -4.8980
N -0.0863 1.6205 0.0814
H 3.8123 1.3772 0.4825
N -1.9143 -1.0584 2.7329
H -1.9738 -2.0586 2.5090
H -0.8633 2.3484 -0.2074
H -2.3724 -0.8337 3.5528
*
```

Atomic partial charges in e from the natural (NBO) method, atoms 1 to 8: atom 1 (H): 0.2536, atom 2 (C): -0.2066, atom 3 (H): 0.2505, atom 4 (C): -0.5477, atom 5 (C): 0.6853, atom 6 (H): 0.2724, atom 7 (H): 0.4836, atom 8 (H): 0.4681